Below is 3 unconnected molecules or ions with the total composition C3H13NO3, with properties calculated with the ωB97M-V functional and the def2-TZVPD basis.

CARTESIAN COORDINATES (ANGSTROEM)
C1 1.074 -0.291 0.320
O1 0.179 -1.080 -0.480
C2 0.240 0.624 1.199
C3 0.914 0.941 2.533
N1 -0.139 1.857 0.477
H1 1.711 -0.925 0.937
H2 1.684 0.310 -0.340
H3 0.578 -1.934 -0.677
H4 -0.706 0.113 1.413
H5 1.391 0.047 2.926
H6 0.194 1.288 3.265
H7 1.691 1.699 2.410
H8 -1.093 1.809 0.161
H9 0.462 2.044 -0.311
H10 -0.505 -2.964 -3.589
H11 -1.190 -2.299 -2.358
O2 -0.502 -2.912 -2.631
H12 -1.402 0.112 -1.487
H13 -2.262 1.227 -2.065
O3 -2.319 0.334 -1.705

## Properties
ΔE to the lowest compared entry with this formula, charge and spin   12.4 kcal per mole
E_LUMO   0.67 eV
Frontier orbital gap   9.97 eV
SMILES string   C[C@@H](N)CO.O.O
2S+1   1
E_HOMO   -9.2923 eV

natural (NBO) atomic charge list, values in e, 5 entries: number 1, C, carries -0.0665; number 2, O, carries -0.7607; number 3, C, carries -0.0817; number 4, C, carries -0.6067; number 5, N, carries -0.8495